[1]
{
  "formula": "C5H13NO",
  "method": "ωB97M-V with the def2-TZVPD basis set",
  "lumo_ha": 0.0343,
  "homo_lumo_gap_ev": 10.34,
  "multiplicity": 1,
  "homo_ha": -0.3458,
  "relative_energy_kcal_mol": 53.7,
  "e_tot_ev": -8931.6820,
  "smiles": "CNCC[C@H](C)O",
  "symbols": ["C", "C", "C", "O", "C", "N", "C", "H", "H", "H", "H", "H", "H", "H", "H", "H", "H", "H", "H", "H"],
  "coordinates": [[-0.225, 0.517, -0.876], [0.468, 1.607, -0.041], [-0.637, 2.482, 0.658], [1.366, 2.480, -0.756], [-0.443, -0.765, -0.114], [0.647, -1.586, 0.509], [0.170, -3.082, 0.479], [0.375, 0.433, -1.813], [-1.244, 0.825, -1.268], [1.057, 1.040, 0.722], [-0.168, 3.488, 0.940], [-1.447, 2.781, 0.019], [-1.034, 2.064, 1.662], [1.997, 1.856, -1.095], [-1.225, -0.456, 0.642], [-0.959, -1.563, -0.721], [1.263, -1.675, -0.328], [0.168, -3.407, -0.567], [-0.911, -3.255, 0.851], [0.782, -3.783, 1.099]],
  "atomic_forces_ev_per_a": [[0.575, 0.559, -1.826], [-1.332, 0.237, 1.506], [1.761, 1.060, 2.084], [-1.232, -0.586, 0.371], [-2.377, -1.806, 0.731], [0.037, -1.315, -1.608], [-1.158, 0.474, 1.029], [-0.166, -0.482, 0.492], [1.093, -0.149, 0.605], [-0.349, 0.659, -0.263], [-0.387, -1.382, -0.200], [-0.462, -0.375, -0.487], [0.609, 0.334, -1.844], [0.799, -0.043, -0.522], [0.943, -0.707, -0.187], [-0.155, 1.407, -0.175], [0.226, 0.484, 1.157], [0.041, -0.177, 0.133], [1.638, 0.805, -0.438], [-0.105, 1.003, -0.557]]
}

[2]
{
  "formula": "C5H13NO",
  "method": "ωB97M-V with the def2-TZVPD basis set",
  "lumo_ha": 0.0320,
  "homo_lumo_gap_ev": 9.13,
  "multiplicity": 1,
  "homo_ha": -0.3036,
  "relative_energy_kcal_mol": 65.7,
  "e_tot_ev": -8931.1601,
  "symbols": ["C", "C", "C", "C", "C", "N", "O", "H", "H", "H", "H", "H", "H", "H", "H", "H", "H", "H", "H", "H"],
  "coordinates": [[-1.482, -0.118, 0.506], [0.664, -0.514, -0.561], [-0.613, 0.722, -0.296], [1.282, -0.162, -1.904], [1.666, -0.444, 0.575], [-1.293, -0.247, 1.870], [-2.701, 1.191, 0.152], [-2.693, 1.825, 0.880], [-1.909, -0.991, 0.018], [0.243, -1.522, -0.615], [-1.438, -1.152, 2.284], [-0.789, 0.500, 2.325], [-0.111, 1.532, 0.223], [-0.970, 0.916, -1.298], [0.550, -0.234, -2.709], [2.064, 0.566, 0.686], [1.232, -0.775, 1.519], [2.105, -0.839, -2.147], [1.678, 0.855, -1.895], [2.513, -1.109, 0.389]],
  "atomic_forces_ev_per_a": [[-2.836, 3.496, 0.623], [-0.754, 2.592, -0.130], [4.370, -4.510, -0.887], [0.196, -0.303, 0.061], [0.158, -0.327, -0.053], [-0.012, -0.084, -1.321], [-0.439, -1.551, 0.617], [0.017, -0.342, 0.220], [-0.088, 0.236, 0.150], [-0.325, 0.165, 0.058], [0.034, 0.403, 0.294], [-0.001, -0.534, 0.217], [-0.268, 0.164, -0.055], [-0.164, 0.291, 0.270], [-0.025, 0.035, -0.011], [-0.012, 0.028, 0.063], [-0.012, 0.182, 0.018], [0.067, 0.011, -0.060], [0.008, 0.040, 0.004], [0.086, 0.007, -0.079]]
}

[3]
{
  "formula": "C5H13NO",
  "method": "ωB97M-V with the def2-TZVPD basis set",
  "lumo_ha": 0.0392,
  "homo_lumo_gap_ev": 10.24,
  "multiplicity": 1,
  "homo_ha": -0.3372,
  "relative_energy_kcal_mol": 27.9,
  "e_tot_ev": -8932.8007,
  "smiles": "CCCNCCO",
  "symbols": ["C", "C", "C", "N", "C", "C", "O", "H", "H", "H", "H", "H", "H", "H", "H", "H", "H", "H", "H", "H"],
  "coordinates": [[1.801, 0.768, -1.260], [2.826, -0.337, -1.524], [0.343, 0.309, -1.298], [-0.215, 0.208, 0.055], [-1.569, -0.315, 0.089], [-1.933, -0.731, 1.515], [-1.472, 0.204, 2.484], [1.943, 1.542, -2.014], [2.007, 1.224, -0.295], [3.451, -0.524, -0.656], [2.366, -1.297, -1.779], [3.453, -0.089, -2.376], [-0.303, 1.012, -1.832], [0.241, -0.653, -1.811], [0.393, -0.387, 0.611], [-2.253, 0.448, -0.282], [-1.680, -1.216, -0.533], [-3.013, -0.828, 1.583], [-1.442, -1.684, 1.727], [-1.114, 0.962, 2.004]],
  "atomic_forces_ev_per_a": [[-0.056, -0.057, -0.471], [-0.052, -0.411, -0.076], [-0.526, 0.231, 0.536], [0.320, -0.029, -0.018], [0.107, -0.408, 0.289], [0.523, 0.480, -0.219], [-0.232, 0.088, -0.074], [-0.052, 0.088, 0.093], [-0.148, 0.164, 0.071], [0.216, 0.030, 0.004], [-0.139, 0.108, 0.065], [0.246, 0.038, 0.065], [0.173, 0.059, -0.077], [0.132, -0.094, -0.225], [-0.074, -0.017, 0.036], [-0.047, 0.088, -0.072], [-0.134, 0.072, -0.165], [-0.154, -0.231, 0.114], [-0.187, -0.114, 0.088], [0.085, -0.085, 0.035]]
}

[4]
{
  "formula": "C5H13NO",
  "method": "ωB97M-V with the def2-TZVPD basis set",
  "lumo_ha": 0.0236,
  "homo_lumo_gap_ev": 8.57,
  "multiplicity": 1,
  "homo_ha": -0.2912,
  "relative_energy_kcal_mol": 41.3,
  "e_tot_ev": -8932.2214,
  "smiles": "C/C=C/NCC.O",
  "symbols": ["C", "C", "C", "N", "C", "C", "H", "H", "H", "H", "H", "H", "H", "H", "H", "H", "H", "H", "H", "O"],
  "coordinates": [[1.768, -0.061, 2.100], [0.341, -0.224, 1.672], [-0.201, 0.520, 0.702], [-1.575, 0.408, 0.393], [-1.892, -0.086, -0.983], [-1.068, -1.247, -1.510], [1.855, 0.531, 3.012], [2.386, -0.960, 2.031], [2.305, 0.607, 1.396], [-0.279, -1.042, 2.053], [0.321, 1.340, 0.213], [-2.074, -0.241, 0.983], [-1.804, 0.735, -1.714], [-2.950, -0.316, -0.859], [-1.107, -1.204, -2.602], [-1.337, -2.248, -1.186], [-0.026, -1.271, -1.178], [2.633, 0.195, -1.445], [2.172, 1.214, -2.458], [1.915, 0.772, -1.649]],
  "atomic_forces_ev_per_a": [[0.588, 1.135, -0.917], [0.271, -0.024, -0.915], [-0.714, -0.272, 1.160], [-0.014, -0.291, -1.340], [0.098, 0.847, 0.589], [0.456, -0.573, -0.123], [0.149, -0.738, 0.518], [-0.338, -0.146, 0.760], [-0.532, -0.139, -0.068], [0.328, 0.243, 0.214], [0.025, -0.328, -0.102], [0.416, 0.063, 0.631], [-0.052, -0.098, 0.419], [-0.063, -0.191, -0.666], [0.182, -0.271, 0.127], [-0.899, -0.124, 0.046], [0.040, 0.881, -0.267], [0.732, -0.628, 0.252], [0.048, 0.101, -0.179], [-0.720, 0.555, -0.138]]
}

[5]
{
  "formula": "C5H13NO",
  "method": "ωB97M-V with the def2-TZVPD basis set",
  "lumo_ha": 0.0269,
  "homo_lumo_gap_ev": 9.14,
  "multiplicity": 1,
  "homo_ha": -0.3089,
  "relative_energy_kcal_mol": 32.1,
  "e_tot_ev": -8932.6191,
  "smiles": "CN1CCCC1.O",
  "symbols": ["C", "N", "C", "C", "C", "C", "H", "H", "H", "H", "H", "H", "H", "H", "H", "H", "H", "H", "H", "O"],
  "coordinates": [[-1.031, -1.375, -0.435], [-1.428, -0.002, -0.081], [-1.161, 0.930, -1.180], [-0.668, 0.315, 1.137], [0.612, -0.528, 1.162], [0.399, -1.609, 0.081], [-1.687, -2.005, 0.175], [-1.091, -1.627, -1.488], [-0.350, 0.586, -1.840], [-2.043, 1.002, -1.825], [-0.986, 1.925, -0.759], [-0.417, 1.376, 1.196], [-1.333, -0.012, 1.932], [1.523, -0.034, 0.835], [0.792, -0.822, 2.201], [0.562, -2.619, 0.467], [1.098, -1.431, -0.738], [1.756, 1.624, -0.566], [3.101, 2.325, -0.384], [2.352, 1.981, 0.111]],
  "atomic_forces_ev_per_a": [[-0.199, -0.414, 1.469], [0.759, 0.427, -1.081], [-0.459, -0.145, 0.021], [-0.081, -0.261, -0.370], [0.467, -0.168, -0.236], [-0.017, 0.037, 0.324], [-0.112, -0.333, -0.473], [-0.493, 0.214, -0.101], [0.286, 0.319, 0.161], [0.031, 0.012, 0.055], [0.174, -0.110, -0.312], [-0.463, -0.026, 0.173], [0.234, 0.338, 0.528], [-0.220, 0.645, 0.423], [0.025, -0.564, -0.312], [-0.121, 0.031, -0.249], [0.162, -0.153, 0.088], [0.170, 0.162, 0.225], [0.059, 0.060, -0.016], [-0.200, -0.074, -0.316]]
}

[6]
{
  "formula": "C5H13NO",
  "method": "ωB97M-V with the def2-TZVPD basis set",
  "lumo_ha": 0.0381,
  "homo_lumo_gap_ev": 10.20,
  "multiplicity": 1,
  "homo_ha": -0.3367,
  "relative_energy_kcal_mol": 32.9,
  "e_tot_ev": -8932.5822,
  "smiles": "CCNC[C@H](C)O",
  "symbols": ["C", "N", "C", "C", "C", "O", "C", "H", "H", "H", "H", "H", "H", "H", "H", "H", "H", "H", "H", "H"],
  "coordinates": [[0.968, 0.399, -1.399], [-0.291, -0.177, -0.878], [-0.115, -0.694, 0.508], [-0.685, 0.405, 1.479], [-2.196, 0.244, 1.551], [-0.314, 1.710, 1.149], [2.073, -0.637, -1.623], [1.333, 1.057, -0.595], [0.714, 1.001, -2.291], [-0.532, -0.996, -1.421], [-0.829, -1.531, 0.692], [0.880, -1.119, 0.731], [-0.216, 0.167, 2.453], [-2.558, -0.746, 1.838], [-2.444, 1.128, 2.177], [-2.643, 0.540, 0.598], [-0.428, 1.858, 0.208], [1.938, -1.444, -2.344], [2.448, -1.090, -0.715], [2.897, -0.074, -2.117]],
  "atomic_forces_ev_per_a": [[-0.443, -0.736, 0.545], [0.486, -0.799, 0.660], [-1.419, 0.395, 0.068], [1.098, -2.257, -0.081], [0.153, 2.099, -0.045], [0.315, 0.456, 0.433], [1.148, 0.986, -1.388], [-0.052, 0.095, -0.505], [0.385, -0.355, 0.308], [-0.072, 0.231, -0.448], [0.608, 0.306, -0.504], [-0.157, 0.668, -0.019], [-0.421, 0.435, -0.170], [0.053, 0.384, 0.395], [-0.654, -1.060, 0.335], [0.170, -0.424, -0.234], [-0.310, -0.235, -0.299], [-0.862, 0.006, 0.042], [0.040, 0.104, 0.276], [-0.064, -0.299, 0.630]]
}